(1)
This record from OMol25 describes the molecule C8H12. The level of theory is wB97M-V/def2-TZVPD.

Results
* HOMO: -7.89 eV
* structure (SMILES): CC(C)=C1C=CCC1
* energy above the lowest of the compared OMol25 structures with the same formula, charge and spin: 0.333 eV

Geometry as ORCA input:
```
! RIJCOSX wB97M-V def2-TZVPD def2/J DEFGRID3
* xyz 0 1
C 0.447 -1.419 0.506
C 0.435 0.136 -1.393
C -0.009 -0.077 0.035
C 1.304 -1.071 -1.684
C 1.252 -1.902 -0.465
C -1.058 0.770 2.182
C -1.266 2.145 0.083
C -0.807 0.789 0.646
H -0.881 2.238 -0.969
H 0.957 1.052 -1.511
H -2.368 2.220 0.060
H -0.408 0.226 -2.134
H -0.889 2.993 0.707
H 2.350 -0.711 -1.840
H 0.281 -1.888 1.492
H 1.013 -1.579 -2.583
H -2.156 0.545 2.361
H 1.761 -2.937 -0.484
H -0.907 1.685 2.699
H -0.545 -0.075 2.737
*
```


(2)
This record from OMol25 describes a cluster of 2 separate species, C2H6OS2 in total. The level of theory is wB97M-V/def2-TZVPD.

Results
* HOMO (spin up / spin down): -0.35 / -3.41 eV
* expectation value of S²: 0.754
* energy above the lowest of the compared OMol25 structures with the same formula, charge and spin: 1.043 eV

Geometry as ORCA input:
```
! RIJCOSX wB97M-V def2-TZVPD def2/J DEFGRID3
* xyz -1 2
S 2.184 0.349 -1.392
S 2.559 -0.468 0.656
O -1.213 1.293 1.556
C -1.208 -0.049 -0.463
C -1.209 -0.022 0.895
H -0.781 -0.812 1.468
H -1.745 1.836 0.967
H -1.475 0.775 -1.046
H 2.526 -1.682 0.218
H -0.723 -0.857 -1.123
H 1.086 -0.362 -1.736
*
```